[1]
ORCA calculation (ωB97M-V/def2-TZVPD) on a molecular structure, C31H23N5O2ReSSe.

Structure (XYZ):
```
64
Properties=species:S:1:pos:R:3:lowdin_charge:R:1
Re 0.20 -0.39 -0.25 1.22
O 1.02 2.64 -2.19 -0.22
S 1.44 1.29 -2.09 0.69
O 1.98 0.80 -0.78 -0.41
N 0.15 0.23 -2.05 -0.28
C -1.08 0.21 -2.76 -0.23
C -1.33 0.69 -4.01 0.04
C -2.63 0.56 -4.56 -0.02
C -3.63 -0.05 -3.86 0.01
C -3.39 -0.55 -2.55 -0.13
C -4.37 -1.16 -1.74 0.05
C -4.06 -1.56 -0.47 -0.01
C -2.76 -1.38 0.01 -0.11
N -1.79 -0.85 -0.74 -0.10
C -2.10 -0.42 -2.01 -0.15
C 2.51 0.87 -3.37 -0.31
C 2.73 1.81 -4.38 -0.03
C 3.59 1.47 -5.41 -0.03
C 4.21 0.23 -5.43 -0.02
C 3.98 -0.69 -4.41 -0.04
C 3.13 -0.38 -3.37 -0.05
H -0.55 1.18 -4.58 0.13
H -2.82 0.95 -5.55 0.13
H -4.62 -0.15 -4.28 0.13
H -5.38 -1.28 -2.12 0.14
H -4.79 -2.01 0.18 0.13
H -2.49 -1.65 1.02 0.12
H 2.25 2.77 -4.34 0.12
H 3.78 2.19 -6.20 0.12
H 4.88 -0.02 -6.24 0.12
H 4.48 -1.65 -4.44 0.12
H 2.96 -1.08 -2.56 0.11
Se -0.61 1.17 1.28 0.87
C 0.91 2.21 1.78 -0.62
C 1.87 1.69 2.63 -0.14
C 2.96 2.47 2.99 -0.06
C 3.07 3.76 2.50 -0.05
C 2.10 4.28 1.66 -0.05
C 1.00 3.51 1.30 -0.12
H 1.76 0.68 3.03 0.10
H 3.71 2.08 3.66 0.11
H 3.92 4.37 2.78 0.12
H 2.19 5.30 1.28 0.12
H 0.24 3.92 0.64 0.11
N 0.08 -10.84 1.86 0.20
C 0.29 -9.71 1.74 -0.16
C 0.54 -8.31 1.58 -0.20
C -0.38 -7.38 2.06 0.01
C -0.14 -6.03 1.91 0.01
C 1.02 -5.62 1.27 -0.19
C 1.95 -6.53 0.79 0.01
C 1.71 -7.88 0.95 0.01
N 1.27 -4.21 1.10 0.01
C 2.41 -3.54 1.49 0.01
C 2.24 -2.24 1.15 -0.07
N 0.99 -2.12 0.55 -0.14
C 0.44 -3.34 0.54 -0.09
H -1.27 -7.73 2.56 0.13
H -0.83 -5.30 2.31 0.12
H 2.85 -6.19 0.29 0.13
H 2.42 -8.61 0.59 0.14
H 3.22 -4.04 1.99 0.15
H 2.89 -1.40 1.29 0.12
H -0.52 -3.60 0.12 0.15
```

Output
Net charge: +2
DFT total energy in hartree: -4496.7639
Orbital gap (alpha / beta) in eV: 7.301 / 6.802
Strongest force on any atom in eV/Å: 0.44
HOMO (alpha / beta) in Eh: -0.5164 / -0.5160
Multiplicity: 2


[2]
ORCA calculation (ωB97M-V/def2-TZVPD) on a molecular structure, C31H23N6O5RuSb at a distorted geometry.

Structure (XYZ):
```
67
Properties=species:S:1:pos:R:3:lowdin_charge:R:1
Ru 1.15 -1.27 -0.27 1.04
N 2.52 0.16 2.22 0.18
C 1.78 -0.88 2.65 -0.44
N 1.64 -1.10 3.94 0.20
C 0.86 -2.13 4.30 -0.43
N 0.67 -2.37 5.59 0.20
N 0.25 -2.95 3.42 0.20
C 0.42 -2.67 2.15 -0.27
N 1.14 -1.61 1.70 -0.04
C -0.17 -3.52 1.13 -0.18
C -0.91 -4.66 1.43 0.03
C -1.44 -5.41 0.40 -0.01
C -1.21 -5.01 -0.91 0.00
C -0.46 -3.87 -1.15 -0.08
N 0.05 -3.14 -0.16 0.01
H 3.10 0.60 2.93 0.13
H 2.91 0.09 1.29 0.07
H 1.14 -1.82 6.28 0.12
H 0.12 -3.17 5.86 0.12
H -1.04 -4.92 2.47 0.12
H -2.01 -6.31 0.61 0.13
H -1.61 -5.57 -1.75 0.12
H -0.26 -3.53 -2.16 0.13
O 5.51 -1.54 -4.65 0.20
C 4.66 -1.48 -3.82 -0.22
C 4.93 -1.42 -2.24 -0.26
O 6.05 -1.49 -1.80 0.16
C 3.64 -1.27 -1.66 -0.28
C 2.60 -1.28 -2.67 -0.28
O 1.39 -1.17 -2.32 -0.15
C 3.15 -1.42 -4.00 -0.26
O 2.62 -1.47 -5.10 0.15
O 3.32 -1.12 -0.42 -0.09
C 1.54 5.42 -0.63 -0.06
C 1.90 4.56 0.39 -0.07
C 1.39 3.27 0.42 -0.14
C 0.51 2.86 -0.57 -0.36
C 0.15 3.72 -1.59 -0.11
C 0.66 5.00 -1.62 -0.06
Sb -0.32 0.88 -0.39 1.59
C -1.79 0.95 -1.97 -0.36
C -1.35 0.96 -3.29 -0.14
C -2.27 1.05 -4.32 -0.07
C -3.63 1.12 -4.03 -0.07
C -4.06 1.09 -2.71 -0.07
C -3.14 0.99 -1.68 -0.12
C -1.55 1.32 1.32 -0.36
C -2.30 2.48 1.32 -0.13
C -3.09 2.80 2.42 -0.06
C -3.09 1.96 3.52 -0.07
C -2.34 0.81 3.53 -0.07
C -1.57 0.48 2.42 -0.13
H 1.94 6.42 -0.66 0.11
H 2.58 4.89 1.16 0.11
H 1.67 2.60 1.22 0.08
H -0.54 3.39 -2.36 0.09
H 0.37 5.68 -2.41 0.11
H -0.29 0.89 -3.51 0.10
H -1.93 1.07 -5.34 0.11
H -4.34 1.19 -4.83 0.11
H -5.12 1.13 -2.49 0.11
H -3.49 0.97 -0.65 0.09
H -2.28 3.14 0.46 0.11
H -3.69 3.69 2.41 0.11
H -3.69 2.22 4.38 0.11
H -2.34 0.16 4.39 0.11
H -1.00 -0.44 2.41 0.07
```

Output
Net charge: +1
DFT total energy in hartree: -2234.7759
Orbital gap (alpha / beta) in eV: 5.453 / 5.729
Strongest force on any atom in eV/Å: 3.19
HOMO (alpha / beta) in Eh: -0.3934 / -0.3958
Multiplicity: 2


[3]
ORCA calculation (ωB97M-V/def2-TZVPD) on a molecular structure, C31H24BrFMgN3O5P.

Structure (XYZ):
```
67
Properties=species:S:1:pos:R:3:lowdin_charge:R:1
Mg -0.57 -0.02 -2.27 0.66
O 2.09 -0.27 -3.62 -0.03
N 1.57 -0.48 -2.35 -0.06
C 2.51 -0.73 -1.52 -0.07
C 2.49 -0.98 -0.07 -0.18
C 3.76 -1.24 0.45 -0.04
C 3.97 -1.43 1.80 -0.05
C 2.90 -1.40 2.68 -0.04
C 1.63 -1.16 2.18 -0.08
C 1.40 -0.93 0.83 -0.29
P -0.31 -0.70 0.26 1.08
C -1.03 0.65 1.23 -0.36
C -0.31 1.51 2.04 -0.09
C -0.93 2.61 2.62 -0.07
C -2.28 2.84 2.41 -0.07
C -3.01 1.98 1.60 -0.06
C -2.39 0.90 1.00 -0.10
C -1.09 -2.23 0.85 -0.36
C -2.02 -2.28 1.89 -0.07
C -2.58 -3.49 2.26 -0.07
C -2.22 -4.66 1.61 -0.08
C -1.29 -4.62 0.58 -0.07
C -0.74 -3.41 0.20 -0.11
H 1.59 0.47 -4.00 0.08
H 3.51 -0.73 -1.95 0.14
H 4.61 -1.25 -0.22 0.12
H 4.98 -1.59 2.17 0.12
H 3.04 -1.55 3.74 0.11
H 0.78 -1.16 2.86 0.12
H 0.75 1.36 2.21 0.09
H -0.34 3.30 3.22 0.11
H -2.76 3.69 2.87 0.11
H -4.06 2.17 1.42 0.11
H -2.95 0.26 0.33 0.11
H -2.31 -1.37 2.40 0.10
H -3.31 -3.52 3.07 0.11
H -2.67 -5.60 1.90 0.11
H -1.01 -5.53 0.06 0.11
H -0.02 -3.38 -0.62 0.11
F 5.38 0.99 -1.11 0.08
C 4.42 1.73 -0.52 -0.20
C 3.42 2.25 -1.25 0.05
N 2.40 2.97 -0.67 0.04
C 1.23 3.44 -1.43 0.00
C 0.97 2.55 -2.65 -0.62
O 1.78 2.56 -3.57 0.03
O -0.07 1.81 -2.61 -0.11
C 2.43 3.29 0.68 -0.48
O 1.62 4.01 1.21 0.08
N 3.48 2.72 1.38 0.23
C 4.51 1.90 0.92 -0.41
O 5.33 1.42 1.66 0.10
H 3.37 2.12 -2.32 0.14
H 1.39 4.47 -1.75 0.14
H 0.38 3.42 -0.75 0.13
H 3.48 2.93 2.37 0.17
Br -7.19 -1.45 -1.98 0.70
C -5.32 -1.14 -2.22 -0.70
C -4.43 -2.18 -2.03 -0.14
C -3.07 -1.94 -2.19 -0.16
C -2.55 -0.68 -2.53 -0.22
C -3.51 0.33 -2.72 -0.16
C -4.88 0.12 -2.57 -0.15
H -4.79 -3.16 -1.76 0.10
H -2.40 -2.77 -2.02 0.08
H -3.19 1.34 -2.99 0.09
H -5.58 0.93 -2.72 0.10
```

Output
Net charge: 0
DFT total energy in hartree: -4951.5986
Orbital gap in eV: 7.673
Strongest force on any atom in eV/Å: 0.51
HOMO in Eh: -0.3117


[4]
ORCA calculation (ωB97M-V/def2-TZVPD) on a molecular structure, C31H24Cl3N6O3S3V at a distorted geometry.

Structure (XYZ):
```
71
Properties=species:S:1:pos:R:3:lowdin_charge:R:1
V 0.22 0.42 -0.27 0.40
C 1.92 1.81 -5.21 -0.43
S 1.05 0.28 -4.80 0.82
C 0.28 0.59 -3.23 -1.13
S 0.64 1.95 -2.20 0.62
N -0.59 -0.36 -2.97 -0.11
N -1.17 -0.24 -1.68 -0.11
C -2.43 -0.53 -1.73 -0.07
C -3.41 -0.40 -0.63 -0.27
C -4.76 -0.60 -0.93 -0.03
C -5.70 -0.44 0.07 -0.09
C -5.29 -0.08 1.34 -0.07
C -3.93 0.11 1.54 -0.11
N -3.01 -0.04 0.58 0.15
H 2.83 1.53 -5.74 0.03
H 1.30 2.45 -5.83 0.03
H 2.19 2.32 -4.28 -0.01
H -2.82 -0.82 -2.70 0.12
H -5.04 -0.89 -1.93 0.11
H -6.76 -0.59 -0.14 0.11
H -5.99 0.05 2.16 0.11
H -3.54 0.39 2.53 0.11
C -6.64 2.79 -0.37 -0.04
C -5.18 2.88 0.04 -0.27
C -4.82 3.13 1.36 -0.05
C -3.49 3.23 1.73 -0.06
C -2.51 3.10 0.75 -0.29
C -2.84 2.85 -0.58 -0.05
C -4.17 2.74 -0.92 -0.03
S -0.83 3.28 1.17 0.65
O -0.16 3.86 0.06 -0.30
O -0.74 3.91 2.45 -0.30
N -0.33 1.64 1.29 -0.23
C -0.68 0.87 2.48 -0.19
C -1.02 1.36 3.71 -0.02
C -1.27 0.47 4.79 -0.08
C -1.15 -0.88 4.63 -0.05
C -0.80 -1.41 3.37 -0.14
C -0.69 -2.80 3.11 0.00
C -0.41 -3.23 1.87 -0.03
C -0.21 -2.28 0.84 -0.12
N -0.27 -0.98 1.04 -0.01
C -0.58 -0.53 2.30 -0.15
H -7.30 2.94 0.49 0.08
H -6.85 1.81 -0.80 0.06
H -6.87 3.55 -1.12 0.08
H -5.60 3.24 2.11 0.11
H -3.19 3.43 2.76 0.11
H -2.05 2.75 -1.32 0.09
H -4.45 2.54 -1.95 0.12
H -1.09 2.42 3.88 0.09
H -1.54 0.88 5.75 0.10
H -1.33 -1.55 5.46 0.11
H -0.80 -3.51 3.93 0.12
H -0.31 -4.28 1.64 0.12
H 0.01 -2.60 -0.17 0.12
Cl 3.91 -5.33 -3.54 0.58
C 3.44 -4.44 -2.10 -0.69
C 3.01 -3.13 -2.21 -0.15
C 2.64 -2.44 -1.06 -0.48
Cl 2.17 -0.75 -1.29 0.81
C 2.63 -3.00 0.27 -0.54
O 2.22 -2.39 1.28 -0.08
C 3.11 -4.36 0.27 -0.58
Cl 3.19 -5.16 1.83 0.63
C 3.50 -5.05 -0.85 -0.17
H 2.97 -2.64 -3.17 0.10
H 3.84 -6.07 -0.77 0.09
N 2.15 2.14 1.61 0.08
C 1.29 1.49 0.94 -0.36
H 1.81 2.75 2.35 0.03
```

Output
Net charge: -1
DFT total energy in hartree: -5269.1475
Orbital gap (alpha / beta) in eV: 5.901 / 5.154
Strongest force on any atom in eV/Å: 2.61
HOMO (alpha / beta) in Eh: -0.1523 / -0.1271
Multiplicity: 2


[5]
ORCA calculation (ωB97M-V/def2-TZVPD) on a molecular structure, C31H24Cl3N6O3S3V.

Structure (XYZ):
```
71
Properties=species:S:1:pos:R:3:lowdin_charge:R:1
V 0.24 0.71 1.17 0.59
C -6.09 3.15 0.54 -0.50
S -5.22 1.60 0.77 0.79
C -3.60 2.12 1.30 -1.17
S -3.18 3.77 1.44 0.44
N -2.91 1.06 1.65 -0.10
N -1.64 1.29 2.12 -0.10
C -1.53 1.83 3.27 -0.13
C -0.19 2.17 3.74 -0.24
C 0.02 2.80 4.96 -0.01
C 1.31 3.13 5.32 -0.07
C 2.35 2.83 4.46 -0.05
C 2.07 2.20 3.26 -0.11
N 0.82 1.87 2.91 0.01
H -7.10 2.87 0.23 0.02
H -5.61 3.75 -0.24 0.01
H -6.12 3.73 1.46 0.01
H -2.40 2.11 3.85 0.12
H -0.82 3.03 5.60 0.12
H 1.50 3.63 6.27 0.10
H 3.38 3.08 4.70 0.10
H 2.84 1.92 2.56 0.08
C 1.61 -4.05 -5.51 -0.06
C 0.90 -3.16 -4.52 -0.28
C 1.57 -2.63 -3.43 -0.04
C 0.91 -1.82 -2.51 -0.05
C -0.43 -1.53 -2.69 -0.26
C -1.12 -2.06 -3.77 -0.05
C -0.45 -2.86 -4.68 -0.05
S -1.29 -0.45 -1.56 0.59
O -0.89 0.90 -1.89 -0.31
O -2.69 -0.79 -1.69 -0.30
N -0.68 -0.77 -0.12 -0.18
C -0.87 -2.00 0.45 -0.25
C -1.57 -3.08 -0.07 -0.01
C -1.62 -4.31 0.60 -0.08
C -1.00 -4.52 1.80 -0.07
C -0.29 -3.44 2.39 -0.16
C 0.39 -3.55 3.62 -0.02
C 1.05 -2.48 4.13 -0.05
C 1.02 -1.27 3.42 -0.11
N 0.40 -1.12 2.28 0.05
C -0.25 -2.19 1.73 -0.13
H 2.69 -4.00 -5.38 0.07
H 1.37 -3.76 -6.54 0.07
H 1.30 -5.09 -5.38 0.08
H 2.62 -2.84 -3.29 0.11
H 1.44 -1.40 -1.67 0.10
H -2.17 -1.83 -3.89 0.11
H -0.99 -3.26 -5.54 0.11
H -2.11 -2.97 -1.00 0.10
H -2.18 -5.12 0.14 0.10
H -1.04 -5.47 2.30 0.10
H 0.37 -4.50 4.14 0.11
H 1.59 -2.53 5.07 0.10
H 1.54 -0.40 3.81 0.10
Cl 1.54 5.21 -4.81 0.64
C 1.75 3.89 -3.69 -0.67
C 1.10 3.91 -2.47 -0.13
C 1.27 2.87 -1.58 -0.51
Cl 0.34 3.02 -0.11 0.83
C 2.09 1.77 -1.87 -0.35
O 2.32 0.69 -1.13 -0.13
C 2.73 1.80 -3.12 -0.56
Cl 3.76 0.48 -3.56 0.71
C 2.57 2.83 -4.03 -0.14
H 0.44 4.73 -2.21 0.11
H 3.08 2.80 -4.98 0.10
N 3.39 0.53 0.89 0.06
C 2.25 0.66 0.37 -0.35
H 4.13 0.52 0.18 0.05
```

Output
Net charge: -1
DFT total energy in hartree: -5269.2388
Orbital gap (alpha / beta) in eV: 6.309 / 6.388
Strongest force on any atom in eV/Å: 0.62
HOMO (alpha / beta) in Eh: -0.1556 / -0.1654
Multiplicity: 4


[6]
ORCA calculation (ωB97M-V/def2-TZVPD) on a molecular structure, C31H24FN3O5Pd.

Structure (XYZ):
```
65
Properties=species:S:1:pos:R:3:lowdin_charge:R:1
Pd -0.09 -1.12 0.29 1.09
C 2.97 -2.51 -1.42 -0.06
O 1.73 -2.94 -0.89 -0.11
C 0.88 -3.59 -1.71 -0.23
C 1.30 -4.29 -2.83 -0.01
C 0.39 -5.04 -3.56 -0.07
C -0.95 -5.11 -3.17 -0.08
C -1.38 -4.40 -2.08 0.00
C -0.49 -3.59 -1.34 -0.17
N -0.92 -2.80 -0.31 -0.06
N -2.19 -3.06 0.10 0.07
C -2.49 -2.82 1.36 -0.14
C -1.61 -2.25 2.37 -0.32
O -0.42 -1.81 2.12 -0.15
C -2.08 -2.14 3.71 -0.01
C -3.34 -2.50 4.07 -0.03
C -4.27 -3.01 3.10 -0.18
C -5.58 -3.35 3.46 -0.04
C -6.47 -3.83 2.53 -0.08
C -6.06 -3.98 1.20 -0.08
C -4.78 -3.65 0.83 -0.02
C -3.86 -3.16 1.76 -0.10
H 2.82 -1.98 -2.36 0.10
H 3.66 -3.35 -1.57 0.09
H 3.39 -1.83 -0.68 0.09
H 2.34 -4.27 -3.12 0.11
H 0.73 -5.59 -4.43 0.11
H -1.65 -5.70 -3.74 0.10
H -2.42 -4.40 -1.79 0.10
H -1.38 -1.74 4.42 0.12
H -3.67 -2.40 5.10 0.11
H -5.88 -3.23 4.50 0.11
H -7.48 -4.09 2.82 0.10
H -6.76 -4.36 0.46 0.10
H -4.45 -3.78 -0.20 0.10
C 2.59 4.89 -3.16 -0.04
C 2.18 5.18 -1.72 -0.30
C 3.27 5.94 -0.98 -0.15
C 2.82 6.28 0.42 -0.13
C 2.39 5.03 1.15 -0.13
C 2.46 4.96 2.52 0.05
C 2.07 3.80 3.18 -0.25
F 2.15 3.77 4.52 0.07
C 1.61 2.70 2.50 0.08
C 1.54 2.76 1.10 -0.04
C 1.04 1.58 0.38 -0.27
O 0.68 0.59 1.07 -0.09
C 0.99 1.69 -1.03 -0.01
C 1.39 2.87 -1.61 0.03
N 1.85 3.94 -0.97 0.04
C 1.93 3.92 0.42 -0.07
C 0.56 0.62 -2.03 -0.58
O 0.55 0.94 -3.21 0.04
O 0.28 -0.56 -1.60 -0.13
H 2.98 5.81 -3.59 0.09
H 1.77 4.56 -3.78 0.08
H 3.38 4.14 -3.19 0.10
H 1.27 5.80 -1.73 0.16
H 3.50 6.85 -1.54 0.12
H 4.18 5.33 -0.96 0.14
H 1.97 6.98 0.37 0.13
H 3.60 6.79 0.98 0.12
H 2.83 5.79 3.10 0.13
H 1.30 1.80 3.02 0.14
H 1.32 2.91 -2.69 0.13
```

Output
Net charge: 0
DFT total energy in hartree: -1963.9261
Orbital gap (alpha / beta) in eV: 6.028 / 6.283
Strongest force on any atom in eV/Å: 0.36
HOMO (alpha / beta) in Eh: -0.2293 / -0.2972
Multiplicity: 3


> The highest DFT total energy belongs to which entry?

C31H24FN3O5Pd


> Which formula does entry 1 have?

C31H23N5O2ReSSe